Arrangement w

ORCA calculation (ωB97M-V with the def2-TZVPD basis set) on a 4-piece molecular cluster, C3H13O5 overall.

Atoms and positions in Å:
C (-1.43, -0.34, 1.09)
O (-1.53, -1.53, 0.33)
C (-0.14, -0.48, 1.96)
C (1.12, -0.45, 1.03)
O (2.11, 0.52, 1.38)
H (-1.51, 0.60, 0.57)
H (-2.22, -0.35, 1.70)
H (-0.29, -1.46, 2.45)
H (-0.18, 0.41, 2.69)
H (1.67, -1.44, 1.18)
H (1.05, -0.12, 0.02)
H (1.67, 1.52, 1.14)
H (0.04, 1.14, -0.46)
H (0.29, 2.42, -1.28)
O (0.12, 2.07, -0.38)
H (-0.11, 0.22, -2.49)
H (1.36, 0.20, -3.07)
O (0.79, 0.82, -2.83)
H (-1.16, -1.25, -0.74)
H (-1.12, -1.49, -2.41)
O (-0.54, -1.00, -1.88)

## Properties
E_HOMO	-0.174	Ha
frontier orbital gap	8.6	eV
total charge	-1

natural (NBO) population analysis, charges in e, atoms 1 to 5:
1. C -0.063
2. O -0.849
3. C -0.454
4. C -0.068
5. O -0.767

---

Arrangement x

ORCA calculation (ωB97M-V with the def2-TZVPD basis set) on a 4-piece molecular cluster, C3H13O5 overall.

Atoms and positions in Å:
C (0.97, -0.49, -0.97)
C (0.23, -1.60, -0.20)
O (-0.63, -1.13, 0.83)
C (0.86, 0.83, -0.15)
O (-0.37, 1.37, -0.26)
H (0.40, -0.29, -1.88)
H (1.99, -0.79, -1.19)
H (-0.34, -2.26, -0.86)
H (0.93, -2.30, 0.28)
H (-0.82, -0.17, 0.64)
H (1.14, 0.48, 0.90)
H (1.81, 1.41, -0.28)
H (-1.50, 0.16, -2.09)
H (-2.93, -0.17, -2.32)
O (-2.08, -0.27, -2.75)
H (0.08, -2.52, 4.50)
H (0.31, -1.02, 4.45)
O (0.55, -1.80, 4.96)
H (0.07, 3.60, -1.92)
H (-0.27, 3.08, -0.57)
O (-0.41, 3.89, -1.13)

## Properties
E_HOMO	-0.151	Ha
frontier orbital gap	7.6	eV
total charge	-1

natural (NBO) population analysis, charges in e, atoms 1 to 5:
1. C -0.466
2. C -0.054
3. O -0.784
4. C -0.041
5. O -0.965

---

Name the least stable of them. arrangement w.

---

Arrangement w

ORCA calculation (ωB97M-V with the def2-TZVPD basis set) on one molecule with the formula C2H3BrSi.

Atoms and positions in Å:
C (-2.04, 0.85, 0.01)
C (-0.94, 0.35, -0.17)
Si (0.84, -0.39, -0.12)
Br (3.58, -0.16, -0.06)
H (-2.94, 1.38, 0.02)
H (0.99, -0.57, 1.38)
H (0.50, -1.46, -1.06)

## Properties
E_HOMO	-0.371	Ha
frontier orbital gap	7.9	eV
total charge	0

natural (NBO) population analysis, charges in e, atoms 1 to 5:
1. C -0.150
2. C -0.507
3. Si 1.098
4. Br -0.409
5. H 0.233

---

Arrangement x

ORCA calculation (ωB97M-V with the def2-TZVPD basis set) on one molecule with the formula C2H3BrSi.

Atoms and positions in Å:
C (-1.05, 1.71, -0.13)
C (-0.41, 0.67, -0.08)
Si (0.20, -1.06, -0.09)
Br (2.30, -0.45, -0.06)
H (-1.40, 2.64, 0.15)
H (0.17, -1.53, 1.30)
H (0.20, -1.98, -1.09)

## Properties
E_HOMO	-0.369	Ha
frontier orbital gap	10.4	eV
total charge	0

natural (NBO) population analysis, charges in e, atoms 1 to 5:
1. C -0.147
2. C -0.491
3. Si 1.037
4. Br -0.335
5. H 0.226

---

Name the least stable of them. arrangement w.

---

Arrangement w

ORCA calculation (ωB97M-V with the def2-TZVPD basis set) on one molecule with the formula C17H26N2O3.

Atoms and positions in Å:
C (0.49, 3.63, -6.70)
C (0.05, 2.34, -6.02)
C (1.18, 1.70, -5.22)
C (0.75, 0.40, -4.55)
C (1.87, -0.25, -3.73)
C (2.16, 0.46, -2.40)
C (1.61, -0.28, -1.18)
C (0.08, -0.34, -1.16)
C (-0.39, -1.10, 0.07)
O (-0.69, -2.27, 0.07)
N (-0.39, -0.33, 1.20)
N (-0.73, -0.91, 2.37)
C (-0.76, -0.33, 3.51)
C (-1.15, -1.15, 4.65)
C (-1.22, -0.59, 5.93)
C (-1.59, -1.33, 7.04)
C (-1.90, -2.68, 6.89)
C (-1.83, -3.26, 5.64)
C (-1.47, -2.52, 4.51)
O (-1.45, -3.19, 3.36)
H (-1.19, -2.59, 2.62)
H (-2.07, -4.30, 5.52)
O (-2.26, -3.45, 7.95)
H (-2.26, -2.92, 8.76)
H (-1.63, -0.86, 8.01)
H (-0.99, 0.45, 6.08)
C (-0.42, 1.12, 3.74)
H (0.41, 1.20, 4.45)
H (-1.28, 1.65, 4.15)
H (-0.12, 1.63, 2.82)
H (-0.12, 0.65, 1.15)
H (-0.34, 0.67, -1.16)
H (-0.28, -0.88, -2.04)
H (2.00, -1.30, -1.17)
H (1.96, 0.22, -0.28)
H (3.24, 0.55, -2.27)
H (1.75, 1.47, -2.42)
H (1.61, -1.29, -3.53)
H (2.77, -0.26, -4.35)
H (0.42, -0.30, -5.32)
H (-0.11, 0.60, -3.91)
H (2.02, 1.49, -5.89)
H (1.54, 2.41, -4.47)
H (-0.31, 1.63, -6.77)
H (-0.79, 2.56, -5.34)
H (0.84, 4.35, -5.97)
H (-0.33, 4.07, -7.26)
H (1.31, 3.43, -7.39)

## Properties
E_HOMO	-0.292	Ha
frontier orbital gap	8.4	eV
total charge	0

natural (NBO) population analysis, charges in e, atoms 1 to 5:
1. C -0.600
2. C -0.388
3. C -0.393
4. C -0.388
5. C -0.403

---

Arrangement x

ORCA calculation (ωB97M-V with the def2-TZVPD basis set) on one molecule with the formula C17H26N2O3.

Atoms and positions in Å:
C (-6.08, -0.55, -1.90)
C (-5.83, -0.63, -0.40)
H (-6.22, -1.57, 0.01)
H (-6.30, 0.22, 0.10)
O (-4.44, -0.64, -0.10)
C (-3.83, 0.55, -0.04)
O (-4.40, 1.61, -0.20)
C (-2.41, 0.46, 0.26)
C (-1.55, -0.60, 0.50)
C (-0.27, -0.03, 0.72)
C (-0.40, 1.35, 0.64)
N (-1.69, 1.62, 0.36)
H (-2.12, 2.53, 0.26)
C (0.59, 2.44, 0.85)
H (1.38, 2.10, 1.51)
H (0.10, 3.30, 1.31)
H (1.03, 2.77, -0.09)
C (0.96, -0.80, 1.02)
O (0.97, -1.80, 1.71)
N (2.08, -0.28, 0.47)
H (2.00, 0.47, -0.19)
C (3.37, -0.92, 0.59)
C (4.48, 0.06, 0.97)
C (4.49, 1.42, 0.26)
C (4.30, 1.41, -1.26)
H (4.81, 2.28, -1.67)
C (4.80, 0.16, -1.99)
H (5.75, -0.17, -1.56)
C (3.79, -0.99, -1.97)
C (3.71, -1.76, -0.66)
H (4.67, -2.25, -0.48)
H (2.95, -2.53, -0.76)
H (2.80, -0.60, -2.23)
H (4.06, -1.70, -2.76)
H (4.99, 0.43, -3.03)
H (3.24, 1.54, -1.51)
H (3.73, 2.06, 0.70)
H (5.46, 1.88, 0.48)
H (5.43, -0.44, 0.81)
H (4.41, 0.27, 2.04)
H (3.25, -1.64, 1.41)
C (-1.87, -2.05, 0.49)
H (-1.07, -2.60, 0.97)
H (-2.80, -2.23, 1.03)
H (-2.00, -2.41, -0.53)
H (-7.14, -0.61, -2.10)
H (-5.70, 0.39, -2.29)
H (-5.57, -1.37, -2.41)

## Properties
E_HOMO	-0.309	Ha
frontier orbital gap	9.1	eV
total charge	0

natural (NBO) population analysis, charges in e, atoms 1 to 5:
1. C -0.634
2. C -0.074
3. H 0.189
4. H 0.199
5. O -0.501

---

Name the least stable of them. arrangement w.

---

Arrangement w

ORCA calculation (ωB97M-V with the def2-TZVPD basis set) on one molecule with the formula C5H10FNO.

Atoms and positions in Å:
C (-2.75, -1.20, 0.16)
C (-0.97, 0.20, 1.00)
C (-0.14, 0.10, -0.02)
C (1.17, 0.73, 0.05)
C (2.34, -0.24, 0.02)
H (-2.13, -2.10, 0.21)
H (-3.75, -1.46, 0.53)
H (-2.83, -0.85, -0.85)
H (-0.66, 0.74, 1.88)
H (1.15, 1.37, 0.95)
H (2.31, -0.93, 0.90)
H (2.26, -0.88, -0.86)
H (3.29, 0.28, 0.04)
H (1.29, 1.20, -1.94)
H (0.60, 2.33, -1.05)
N (1.40, 1.70, -1.06)
O (-2.23, -0.27, 1.10)
F (-0.36, -0.73, -1.07)

## Properties
E_HOMO	-0.317	Ha
frontier orbital gap	9.4	eV
total charge	0

natural (NBO) population analysis, charges in e, atoms 1 to 5:
1. C -0.248
2. C 0.073
3. C 0.262
4. C -0.116
5. C -0.613

---

Arrangement x

ORCA calculation (ωB97M-V with the def2-TZVPD basis set) on a 2-piece molecular cluster, C5H10FNO overall.

Atoms and positions in Å:
C (1.88, 2.35, -2.59)
C (1.33, -0.61, 0.14)
C (-0.45, 0.60, 1.46)
C (-1.00, -1.57, 0.22)
C (-0.19, -0.30, 0.15)
N (-0.52, 0.46, -1.09)
O (0.89, 2.85, -2.31)
F (-1.88, 0.59, -1.04)
H (-0.23, 1.45, -0.93)
H (1.90, 0.24, -0.19)
H (1.74, -0.92, 1.05)
H (1.55, -1.42, -0.55)
H (0.22, -0.04, 2.17)
H (-1.55, 0.51, 1.68)
H (-0.02, 1.61, 1.59)
H (-1.95, -1.45, 0.67)
H (-1.07, -1.80, -0.87)
H (-0.65, -2.55, 0.47)

## Properties
E_HOMO	-0.351	Ha
frontier orbital gap	10.4	eV
total charge	0

natural (NBO) population analysis, charges in e, atoms 1 to 5:
1. C 0.525
2. C -0.612
3. C -0.648
4. C -0.652
5. C 0.092

---

Name the least stable of them. arrangement x.

---

Arrangement w

ORCA calculation (ωB97M-V with the def2-TZVPD basis set) on a 2-piece molecular cluster, CH2Cl4P2 overall.

Atoms and positions in Å:
C (1.52, 0.35, -1.01)
P (-1.75, 0.28, -0.66)
P (0.30, -0.27, -0.03)
Cl (-1.92, 2.03, 0.25)
Cl (-2.61, -1.13, 0.46)
Cl (-0.32, -0.38, 3.04)
Cl (0.64, -2.14, -0.33)
H (2.40, -0.15, -0.68)
H (1.72, 1.40, -1.02)

## Properties
E_HOMO (alpha / beta)	-0.329 / -0.335	Ha
frontier orbital gap (alpha / beta)	6.3 / 6.6	eV
total charge	0

natural (NBO) population analysis, charges in e, atoms 1 to 5:
1. C -0.851
2. P 0.615
3. P 0.951
4. Cl -0.189
5. Cl -0.186

---

Arrangement x

ORCA calculation (ωB97M-V with the def2-TZVPD basis set) on one molecule with the formula CH2Cl4P2.

Atoms and positions in Å:
C (-0.41, 0.97, 0.51)
P (1.45, 0.55, 0.58)
P (-0.14, -0.85, 0.02)
Cl (1.87, 1.28, -1.23)
Cl (0.65, -2.72, -0.79)
Cl (-1.00, -0.42, -1.64)
Cl (-1.06, -1.80, 1.50)
H (-0.79, 1.33, 1.36)
H (-0.57, 1.66, -0.31)

## Properties
E_HOMO	-0.328	Ha
frontier orbital gap	8.4	eV
total charge	0

natural (NBO) population analysis, charges in e, atoms 1 to 5:
1. C -1.020
2. P 0.574
3. P 0.937
4. Cl -0.254
5. Cl -0.374

---

Name the least stable of them. arrangement w.